50
Properties=species:S:1:pos:R:3 method="wB97M-V/def2-TZVPD" total_charge=+2 homo_ev=-12.000 orbital_gap_ev=2.9 de_lowest_kcal_mol=0.0
C 2.29 -2.19 -0.31
C 2.91 -1.17 -1.22
O 2.01 -0.09 -1.56
C 2.23 1.08 -1.04
In 1.10 1.24 0.95
N 0.24 -0.62 1.57
C -0.77 -0.81 0.91
C -0.96 -0.07 -0.33
C -1.82 -1.78 1.39
P 2.57 2.04 2.95
O 3.36 0.65 3.69
I 4.29 3.37 1.89
H 1.27 -1.95 -0.20
H 2.38 -3.16 -0.71
H 2.75 -2.12 0.66
H 3.82 -0.78 -0.81
H 3.11 -1.67 -2.13
H 3.25 1.38 -0.89
H 1.76 1.79 -1.67
H -0.30 2.49 0.75
H -1.82 -0.40 -0.91
H -0.13 -0.18 -0.99
H -1.07 0.99 -0.08
H -1.43 -2.79 1.21
H -2.79 -1.62 0.99
H -1.90 -1.65 2.44
H 3.63 0.03 2.95
Be -1.58 2.85 0.04
O -3.76 -0.66 3.11
P -3.57 -0.96 4.58
O -2.85 0.22 5.28
O -2.77 -2.27 4.68
O -4.96 -1.09 5.29
N -0.06 0.44 -3.80
C 0.19 1.78 -3.66
C -0.48 2.45 -4.67
C -1.15 1.48 -5.43
C -0.88 0.25 -4.87
H 0.31 -0.32 -3.20
H 0.81 2.15 -2.86
H -0.48 3.51 -4.83
H -1.77 1.65 -6.30
H -1.19 -0.74 -5.15
Ca -4.93 0.87 5.74
Na -2.98 0.91 -1.40
F -4.01 2.92 0.18
Be -2.51 -4.08 2.28
F 0.17 -1.62 -2.02
F 3.66 -1.56 2.87
Mg 4.83 -0.20 4.66


40
Properties=species:S:1:pos:R:3 method="wB97M-V/def2-TZVPD" homo_ev=-9.730 orbital_gap_ev=10.3 de_lowest_kcal_mol=2.0 smiles="O=C(O)CCCCCN1C(=O)[C@H]2CCCC[C@H]2C1=O"
O -0.42 0.11 2.59
C 0.21 0.81 3.35
O -0.37 1.76 4.07
C 1.70 0.76 3.57
C 2.41 1.43 2.38
C 2.31 0.56 1.12
C 2.49 1.35 -0.17
C 2.07 0.53 -1.39
N 0.70 0.10 -1.27
C -0.38 0.97 -1.33
O -0.30 2.15 -1.50
C -1.63 0.11 -1.25
C -2.08 -0.14 -2.69
C -2.99 -1.36 -2.79
C -2.25 -2.60 -2.31
C -1.89 -2.45 -0.83
C -1.12 -1.16 -0.56
C 0.34 -1.19 -0.94
O 1.10 -2.13 -0.93
H -1.33 1.81 3.89
H 1.93 1.29 4.49
H 2.02 -0.28 3.65
H 3.45 1.60 2.64
H 1.95 2.40 2.19
H 3.04 -0.25 1.17
H 1.32 0.10 1.11
H 1.88 2.25 -0.14
H 3.53 1.66 -0.29
H 2.68 -0.38 -1.48
H 2.18 1.13 -2.30
H -2.42 0.61 -0.69
H -1.20 -0.32 -3.32
H -2.58 0.75 -3.07
H -3.89 -1.21 -2.18
H -3.31 -1.49 -3.83
H -1.33 -2.72 -2.90
H -2.86 -3.49 -2.45
H -2.81 -2.45 -0.24
H -1.28 -3.29 -0.51
H -1.12 -0.99 0.53


32
Properties=species:S:1:pos:R:3 method="wB97M-V/def2-TZVPD" homo_ev=-8.868 orbital_gap_ev=9.0 de_lowest_kcal_mol=0.2
Pt 0.30 0.34 0.16
N -1.60 -0.13 0.99
C -2.61 -1.14 0.63
C -1.96 -2.38 0.03
N -1.15 -1.91 -1.06
C -0.15 -2.75 -1.66
C 0.74 -1.82 -2.45
N 1.24 -0.72 -1.59
H -1.31 -0.29 1.96
H -2.03 0.80 1.01
H -3.29 -0.70 -0.11
H -3.21 -1.40 1.50
H -2.71 -3.13 -0.23
H -1.30 -2.82 0.78
H -1.71 -1.45 -1.77
H -0.54 -3.56 -2.30
H 0.43 -3.22 -0.86
H 0.17 -1.37 -3.26
H 1.57 -2.37 -2.90
H 1.47 0.09 -2.15
H 2.09 -1.00 -1.11
O 0.54 3.98 2.28
P -0.25 2.85 1.51
O -1.71 2.96 1.67
O 0.35 1.46 1.82
O 0.19 3.12 -0.05
P 1.66 2.78 -0.67
O 1.32 2.58 -2.23
O 2.56 3.90 -0.40
O 2.02 1.36 -0.20
H 1.48 4.03 2.04
H 1.21 3.42 -2.69


21
Properties=species:S:1:pos:R:3 method="wB97M-V/def2-TZVPD" homo_ev=-9.513 orbital_gap_ev=10.7 de_lowest_kcal_mol=36.9 smiles="C=CCC.C=CC"
C 1.54 -1.62 0.61
C 0.39 -1.50 1.27
C 0.07 -0.41 2.25
C -1.00 0.55 1.72
H 1.72 -2.42 -0.10
H 2.35 -0.90 0.76
H -0.40 -2.23 1.09
H -0.27 -0.85 3.20
H 0.99 0.16 2.48
H -0.65 1.05 0.81
H -1.25 1.31 2.46
H -1.92 0.01 1.47
C 0.61 1.91 -2.03
C 0.34 0.62 -1.89
C -1.01 -0.01 -2.05
H -0.17 2.63 -2.28
H 1.61 2.30 -1.89
H 1.15 -0.07 -1.62
H -1.78 0.75 -2.26
H -1.02 -0.74 -2.86
H -1.30 -0.54 -1.13